# 1
C44H33BrN9O7STi | ωB97M-V/def2-TZVPD

As for the net charge: +1. The energy above the lowest of the compared OMol25 structures with the same formula, charge and spin comes out at 8.0 kJ/mol. As for the LUMO energy: -0.1356 Eh. The calculated total energy is -177894.8530 eV. For the max |F|, the calculation gives 3.0 eV/Å. The HOMO energy is -9.84 eV.

The geometry in XYZ format:
```
96
C44H33BrN9O7STi ωB97M-V/def2-TZVPD
H -1.795 -0.577 -5.794
C 1.180 0.052 -2.311
H -2.622 3.771 -3.548
C -2.735 -2.071 -4.555
C 0.495 3.457 1.626
H -5.050 3.780 -3.793
C 1.262 -3.422 -0.039
H 0.062 5.312 2.573
N 5.060 -3.182 -2.020
H -3.354 -2.735 3.488
O -1.597 2.565 -2.307
C 2.557 1.091 2.405
C 5.048 -1.557 -0.201
H -1.169 0.686 2.167
H -5.458 0.269 -0.326
H 4.934 -0.737 -0.892
O -8.617 2.659 -2.896
H 4.225 -0.468 6.527
H -3.383 -2.898 -0.939
C -6.489 1.553 -1.681
H 5.136 -0.285 1.506
C -0.322 4.507 1.965
C -3.963 2.484 -2.450
C 1.199 -1.181 -1.586
H 5.372 -4.934 -0.132
C 3.682 0.476 6.474
N 0.212 -1.373 -0.688
C -6.361 2.544 -2.669
H 1.033 -0.348 2.733
C 5.403 -3.665 1.584
O -3.052 0.938 -0.880
N 0.505 1.216 0.571
H -3.105 3.495 0.327
H -2.316 5.326 1.823
C 3.278 0.720 5.057
C 3.301 -1.792 -2.690
H 1.527 3.422 1.927
H -2.049 -0.668 4.026
C 2.256 -2.111 -1.771
H 2.926 -4.081 -1.189
S 2.155 1.138 0.664
N -7.550 3.081 -3.283
H -0.449 -2.539 0.873
O 2.737 2.285 0.030
C 5.172 -1.300 1.148
H 4.332 1.264 6.845
C -3.145 -2.437 1.380
O 0.279 0.944 -1.989
C -2.990 -2.435 -3.252
C -5.118 3.006 -3.043
H -3.087 -2.678 -5.374
C 2.196 0.030 4.513
C -2.092 3.512 0.717
H -0.989 0.728 -3.855
H 1.235 -4.282 0.607
Br 5.390 -1.997 3.888
C 4.001 1.586 4.242
N -1.314 2.480 0.388
C 3.175 -0.662 -3.490
H 4.859 2.103 4.643
H 1.649 -0.664 5.133
N -1.900 -0.518 0.664
C 5.313 -2.355 2.031
C 1.843 0.204 3.189
C -2.011 -0.905 -4.791
O 2.566 -0.156 0.185
C -2.230 -0.964 3.004
C 0.297 -2.428 0.097
C 5.309 -3.922 0.235
C -2.603 -1.617 0.369
C -2.655 2.966 -2.789
C 2.145 0.250 -3.295
H 3.960 -0.445 -4.199
H 5.552 -4.468 2.286
C -5.379 1.024 -1.094
C 3.646 1.771 2.915
C 5.088 -2.874 -0.668
C -1.652 4.529 1.534
N -1.797 -0.531 -2.433
C -4.071 1.458 -1.451
C -2.511 -1.632 -2.199
H 2.812 0.402 7.122
C -0.051 2.408 0.859
H -3.545 -3.335 -3.035
H -3.693 -3.329 1.113
C 2.218 -3.289 -1.013
C -1.737 -0.210 1.957
C -1.567 -0.179 -3.706
Ti -1.053 0.806 -0.856
C -2.955 -2.113 2.704
N 4.375 -2.629 -2.875
N -2.823 -2.053 -0.922
H -7.479 1.227 -1.403
O -7.407 3.915 -4.150
H 4.207 2.428 2.267
H 2.125 1.169 -3.862
```

---

# 2
C44H33CdN7O3S | ωB97M-V/def2-TZVPD

As for the LUMO energy: -0.0047 Eh. The calculated total energy is -78140.0333 eV. For the max |F|, the calculation gives 0.7 eV/Å. The HOMO energy is -6.44 eV.

The geometry in XYZ format:
```
89
C44H33CdN7O3S ωB97M-V/def2-TZVPD
C 0.183 -0.351 -4.774
H 4.753 -3.890 2.435
H -1.090 -1.918 -2.309
C 5.012 -8.521 -2.233
C -2.246 -1.460 3.115
C 3.580 -4.750 0.072
C 6.717 -9.474 -0.275
C 1.464 -0.096 -2.775
H 1.477 4.847 2.405
C 6.642 -10.126 -1.505
H 2.923 -0.034 2.183
C -0.921 3.763 3.561
C 1.599 -3.007 -0.845
S 0.267 -0.183 3.035
H -4.476 2.569 0.386
C -1.905 0.963 -1.912
H -4.126 -2.437 3.289
N -1.574 1.272 -0.659
C 1.318 3.767 2.396
C -1.020 -1.194 5.169
C -2.491 -1.237 1.642
C -0.145 3.435 2.452
C -3.766 2.108 -0.284
C -4.130 1.733 -1.558
C 5.950 -8.355 -0.034
C -2.456 1.881 0.134
C -0.932 0.081 -4.072
C 1.401 -0.433 -4.126
C 4.290 -6.648 -0.813
N 0.397 0.334 -2.112
H -3.936 -2.821 5.732
H 2.291 -0.764 -4.645
C 3.019 -1.055 1.844
H -3.439 0.952 -3.428
C 5.779 -9.646 -2.484
H -0.471 4.284 4.397
H -3.794 2.340 2.502
C 2.444 -2.628 0.279
C -0.004 -3.665 -2.958
H -2.859 3.571 4.454
O 7.442 -11.208 -1.651
N 4.461 -5.787 0.240
Cd -0.065 -0.238 0.517
N 3.357 -6.219 -1.631
C -2.023 -1.846 5.865
O -1.601 -1.675 0.819
N 2.308 -1.395 0.786
H 1.827 3.344 3.264
N -0.657 2.804 1.403
C 1.050 -4.494 -2.667
C -1.951 2.458 1.409
C 4.072 -3.187 1.970
C -3.179 1.189 -2.407
C 2.750 -0.224 -2.009
C -3.250 -2.103 3.832
N 0.566 -2.207 -1.152
H 4.391 -1.623 3.399
H 6.295 -12.294 -3.001
C -2.242 3.370 3.587
C -2.776 2.705 2.494
H -5.147 1.878 -1.899
H 3.085 -1.263 -2.012
C 2.904 -5.045 -1.096
C 1.856 -4.193 -1.563
H 1.741 3.357 1.481
H -0.142 -0.830 5.689
H 7.659 -11.393 -3.713
H 7.965 -12.828 -2.713
C 3.382 -3.546 0.804
C 3.882 -1.937 2.499
H 7.385 -9.867 0.480
H -0.667 -3.865 -3.789
C -3.145 -2.312 5.196
C -0.783 0.437 -2.736
H 0.097 -0.624 -5.818
H 5.123 -5.890 0.987
H 3.532 0.384 -2.466
H 6.017 -7.880 0.937
C 7.323 -11.961 -2.842
C 5.089 -7.854 -1.014
H 1.270 -5.382 -3.245
H 5.704 -10.134 -3.445
O -3.539 -0.676 1.317
C -0.225 -2.549 -2.148
H 2.597 0.096 -0.981
C -1.100 -1.000 3.784
H -1.891 0.128 -4.565
H 4.343 -8.134 -2.988
H -1.924 -1.997 6.933
```

---

# 3
C44H33Cl5IIrP3S2 | ωB97M-V/def2-TZVPD

Its multiplicity is 2. The energy above the lowest of the compared OMol25 structures with the same formula, charge and spin comes out at 49.8 kJ/mol. As for the LUMO energy (alpha / beta): -0.0270 / -0.0524 Eh. The calculated total energy is -169254.5504 eV. For the max |F|, the calculation gives 0.7 eV/Å. The HOMO energy (alpha / beta) is -7.40 / -7.32 eV.

The geometry in XYZ format:
```
89
C44H33Cl5IIrP3S2 ωB97M-V/def2-TZVPD
C 5.265 -1.767 -2.982
C 1.206 -2.899 -3.186
C -3.655 1.239 -4.033
C -3.695 1.993 3.423
Cl 4.457 -0.988 -5.446
S -0.595 2.142 -1.161
H 1.466 -4.823 -5.959
H -3.716 2.604 -5.688
H -1.669 2.680 3.440
H 1.668 -2.776 -2.215
Cl 2.227 0.596 -3.978
H -3.898 2.352 4.424
C 0.162 -2.062 -3.577
C -2.515 -1.090 4.238
Cl 4.196 -0.872 0.735
C -1.493 0.288 -3.498
C 3.073 -0.485 -1.694
C 1.314 4.421 3.470
C 0.162 5.767 1.843
H -2.829 -0.546 5.120
C -3.174 1.092 0.851
C -2.860 0.413 -3.252
C 0.460 0.504 0.790
H -1.242 -1.619 -5.149
C -2.437 2.174 2.868
H -0.114 6.740 1.457
C 1.672 -3.887 -4.040
H -0.416 -3.371 -6.651
C -3.098 1.958 -5.079
C 1.789 -0.914 3.023
H -2.449 -2.093 -2.133
H 1.288 6.565 3.486
C 4.115 -1.066 -0.971
C 1.096 -4.056 -5.290
C -0.264 4.621 1.192
C -3.308 -2.109 3.727
C 4.336 -1.056 -3.732
H 1.932 4.340 4.355
H -0.864 4.700 0.292
H -1.149 -2.523 -1.001
C -2.896 -2.809 2.603
H -4.241 -2.363 4.213
C -0.425 -2.253 -4.827
C -4.432 0.914 1.405
H 0.103 0.942 -4.784
P -0.515 1.884 0.844
Cl 6.387 -2.508 -0.652
H -3.324 -0.120 -2.436
C -1.680 -1.699 -1.468
C 0.042 -3.242 -5.679
H -0.691 0.012 4.039
P -0.449 -0.778 -2.430
I 2.895 2.432 -0.664
H -2.117 -1.079 -0.687
H -2.972 0.772 -0.162
C 1.826 -1.960 3.942
P 0.625 -0.958 1.631
H -4.713 1.321 -3.818
H 2.492 -4.521 -3.725
H -3.503 -3.616 2.212
C -1.700 -2.482 1.980
Cl 6.534 -2.625 -3.763
C 5.172 -1.732 -1.594
S 1.159 -2.226 0.167
H 2.675 0.934 2.408
C 2.664 0.156 3.162
H 2.745 -2.741 5.710
C -0.948 1.018 -4.552
C 3.301 -0.420 -3.064
C 3.582 -0.845 5.145
H -5.674 1.223 3.126
C 2.720 -1.926 5.000
C -2.166 1.715 1.580
C 0.951 5.667 2.982
C -1.314 -0.773 3.625
C 0.892 3.272 2.815
H -1.363 -3.038 1.116
H -1.290 2.396 -6.149
H 1.153 -2.803 3.833
H -5.212 0.433 0.829
Ir 1.231 0.424 -1.153
C -0.904 -1.458 2.481
C 3.557 0.193 4.225
C -4.691 1.360 2.694
H 4.281 -0.820 5.971
H 1.177 2.298 3.192
C 0.105 3.370 1.675
H 4.245 1.024 4.320
C -1.740 1.842 -5.336
```

---

# 4
C44H33CrN6O3S | ωB97M-V/def2-TZVPD

Its multiplicity is 5. As for the net charge: -1. The energy above the lowest of the compared OMol25 structures with the same formula, charge and spin comes out at 98.3 kJ/mol. As for the LUMO energy (alpha / beta): 0.0844 / 0.0787 Eh. The calculated total energy is -100506.5100 eV. For the max |F|, the calculation gives 2.4 eV/Å. The HOMO energy (alpha / beta) is -1.30 / -3.70 eV.

The geometry in XYZ format:
```
88
C44H33CrN6O3S ωB97M-V/def2-TZVPD
C 4.582 -0.009 3.785
H -3.883 2.695 4.040
H -5.161 -1.485 -4.270
H 2.182 -1.796 1.717
O -2.250 2.081 -0.878
C -2.278 2.044 2.786
C -3.521 2.590 3.027
H -1.634 1.724 3.590
C -3.862 2.856 0.664
H -3.332 -4.606 4.483
C 2.003 4.974 0.030
C -2.935 -1.620 2.951
N 1.588 0.875 1.882
H -3.327 -5.362 2.130
C 2.187 3.650 0.385
N 0.355 1.252 2.263
C 3.795 0.277 2.656
H -4.855 -0.266 -0.177
H 1.172 -4.465 -3.424
H 6.461 -0.667 4.560
C -2.627 2.271 0.402
N -0.704 -1.548 0.245
C -4.436 -0.739 -1.053
C 1.548 4.243 -2.223
C 1.519 -0.655 -2.505
H -2.840 -2.346 -4.178
H -1.544 -2.151 -2.075
C 2.027 -2.177 0.715
C -3.049 -3.400 1.336
C 1.189 -1.084 -3.800
H 1.007 5.474 -3.894
H 1.661 -5.052 -1.021
H -1.335 1.688 -0.835
H 1.534 6.307 -1.590
C -0.452 1.392 1.239
C 1.747 2.911 -1.770
N 1.857 -1.270 -0.245
H -3.011 -3.727 0.307
H 0.815 -2.707 -5.123
H 1.012 -0.388 -4.597
H 1.173 1.313 -4.720
C -4.594 -1.419 -3.351
N 2.063 2.641 -0.482
H 2.418 3.372 1.406
S -2.097 -0.913 0.448
H 7.459 -0.971 2.311
C 1.980 -3.540 0.474
C 1.550 -3.057 -1.844
C -4.303 3.021 1.965
H -2.801 -0.567 3.154
C -3.296 -1.907 -3.303
C -5.160 -0.832 -2.228
C 1.654 -1.680 -1.513
H -4.467 3.180 -0.168
C -1.799 1.897 1.482
C 1.693 5.284 -1.280
C 1.060 3.385 -4.413
C 6.446 -0.602 2.410
C -3.108 -2.535 3.974
H -6.164 -0.433 -2.277
H 6.159 -0.384 0.296
O 3.757 0.466 0.266
H 0.790 3.557 -5.448
N 1.725 0.593 -2.009
C 1.730 -3.994 -0.804
H -5.256 3.496 2.146
H 2.079 5.747 0.783
H -3.116 -2.193 4.998
C -2.884 -2.055 1.636
C 1.186 4.462 -3.559
O -0.050 1.140 0.025
C -3.224 -4.311 2.363
C 5.881 -0.450 3.674
C -2.569 -1.810 -2.129
H -0.698 -2.543 0.060
C 1.066 -2.429 -4.107
H 2.094 0.814 3.871
C 5.722 -0.287 1.281
C 4.388 0.164 1.351
C 2.452 0.679 2.851
C -3.147 -1.243 -1.009
C 1.260 -3.418 -3.167
H 4.138 0.118 4.763
Cr 1.870 0.699 -0.061
H 2.125 -4.232 1.292
C 1.577 1.790 -2.642
C 1.265 2.086 -3.983
C -3.234 -3.886 3.682
```

---

# 5
C44H33I2N2OP2PdS4 | ωB97M-V/def2-TZVPD

As for the net charge: +1. The energy above the lowest of the compared OMol25 structures with the same formula, charge and spin comes out at 0.0 kJ/mol. As for the LUMO energy: -0.1467 Eh. The calculated total energy is -132786.9531 eV. For the max |F|, the calculation gives 1.6 eV/Å. The HOMO energy is -9.78 eV.

The geometry in XYZ format:
```
89
C44H33I2N2OP2PdS4 ωB97M-V/def2-TZVPD
C -1.375 -4.058 1.512
C 2.158 0.933 -2.950
C 2.702 -3.067 0.734
C 2.656 1.338 -4.176
C -2.366 0.966 -0.268
S 2.515 -1.522 -0.129
C -1.015 -2.597 -1.742
N -3.514 2.730 -0.838
H -4.304 -6.144 2.911
H -3.570 -6.457 0.572
H 5.125 -5.311 1.416
C -2.024 -4.987 0.696
C 1.855 1.882 -1.973
C -4.404 3.786 -0.457
C 2.866 1.026 0.587
C 1.772 -5.000 1.802
C 3.050 -5.537 1.905
C 0.787 -4.184 -1.650
H -1.680 -2.044 -3.696
C 1.591 -3.770 1.191
H -6.936 5.667 -1.641
P 1.311 1.294 -0.352
C -0.980 -2.642 -3.128
O 3.217 -1.637 -1.412
H -6.753 6.632 0.628
C -1.794 -3.881 2.832
C -0.119 -3.359 -0.981
C 2.850 2.688 -4.435
C -2.841 -4.636 3.332
H -0.473 3.368 -1.308
H -0.023 -3.472 -4.859
H -5.111 5.700 2.228
H 2.014 -0.120 -2.754
H -1.373 5.573 2.232
H 2.891 0.600 -4.931
H -3.613 3.857 1.532
H -3.164 -4.492 4.354
H -1.718 -5.129 -0.331
S -1.801 -0.349 0.765
C 3.345 -0.262 0.822
C -0.347 3.510 -0.243
H 1.526 -4.873 -3.534
H 6.009 0.417 2.766
C 3.603 2.099 1.081
H 0.916 -5.553 2.169
H -1.309 -3.153 3.469
S -2.953 3.466 -3.417
H 2.702 4.685 -3.669
H -1.787 -2.020 -1.250
H 4.809 -1.499 1.808
C -6.100 5.824 0.327
C 0.651 2.882 1.860
P -0.035 -3.067 0.833
N -3.152 1.873 0.182
I 0.711 -1.003 3.061
C 4.139 -4.870 1.366
C -3.480 -5.562 2.520
C 2.549 3.633 -3.467
C -2.938 2.543 -2.059
S -2.011 1.063 -1.944
H 1.296 2.248 2.453
C 0.511 2.683 0.486
C 4.468 -0.498 1.602
H 1.475 -4.811 -1.098
C -5.172 5.308 1.222
H 4.805 -3.132 0.289
H 1.820 3.986 -1.491
H 3.278 3.111 0.882
H 0.077 4.059 3.550
H 5.279 2.721 2.255
Pd 0.313 -0.784 0.066
C 3.969 -3.635 0.754
C -1.009 4.555 0.381
C 4.731 1.879 1.855
C -6.196 5.290 -0.948
H -1.650 5.205 -0.200
C -0.851 4.756 1.746
H 3.189 -6.500 2.377
H -5.447 3.831 -2.331
C -0.055 -3.445 -3.779
C 2.050 3.238 -2.236
H 3.235 3.003 -5.395
C -3.070 -5.738 1.207
C -4.322 4.285 0.836
C -0.035 3.914 2.484
C -5.354 4.262 -1.348
I 1.445 0.076 5.383
C 0.815 -4.228 -3.036
C 5.147 0.586 2.136
```